(1)
Here is a structure of composition C33H27F3N12O5S2Sr from the Open Molecules 2025 dataset. Energies are from ωB97M-V/def2-TZVPD.

Results
Charge   -2
Electronic energy   -3434.0708 hartree
HOMO-LUMO gap   5.759 eV
Highest occupied orbital energy   -2.0 eV
Lowest unoccupied orbital energy   0.1397 Eh
Relative energy (zero: lowest compared OMol25 entry of this formula, charge and spin)   0.338 eV

```
83
Properties=species:S:1:pos:R:3:forces:R:3
N -2.35222 1.30878 3.17059 0.0 -0.3 0.0
C -2.28251 4.37579 0.27947 -0.1 0.0 -0.2
H 4.07213 -2.58627 -2.57718 0.0 0.0 0.0
N 1.47595 1.37621 1.76729 0.0 -0.2 -0.2
H 2.67060 3.29369 3.14923 0.0 0.0 0.0
O -1.80994 -2.48577 5.67103 -0.1 0.1 0.2
H 1.64416 0.64069 1.08395 0.1 0.2 -0.1
C 0.35763 3.89677 -2.39919 -0.1 0.0 -0.1
C 0.25497 -1.41632 -3.14751 0.0 -0.2 -0.2
O -0.52565 -2.78475 3.50516 0.1 0.1 -0.2
H 2.73446 -3.94834 0.73827 0.0 0.0 0.0
F -6.84074 -4.78666 0.01358 -0.1 0.0 0.0
H 3.20505 0.64896 -3.50105 -0.1 -0.1 0.0
H -0.46336 1.89560 -2.44844 0.0 0.0 0.0
C -2.21533 -0.45890 4.46718 -0.1 0.1 0.0
N -1.62203 6.74110 -0.56033 0.0 -0.1 0.0
C 4.85180 -2.46268 -0.09431 -0.1 0.0 0.0
C -5.60894 -5.08747 -0.42292 0.0 0.1 0.0
H -3.38255 1.36846 5.02464 0.0 0.0 0.0
H 2.43497 1.06178 -1.96224 -0.1 0.0 0.1
O 1.92474 -0.51570 -0.37085 0.1 -0.1 -0.3
F -5.19371 -6.16441 0.26305 0.0 -0.1 0.1
C -5.11605 -2.66251 -0.03492 0.0 0.2 0.0
H 5.41190 -1.60677 -0.46314 0.0 0.0 0.0
H -1.24866 -2.61105 4.83454 0.0 -0.1 -0.2
H -0.06230 4.15847 -3.36111 0.0 0.0 0.0
N 1.84548 -0.62232 -6.17365 0.0 0.0 0.1
N -3.04870 4.23275 -3.10221 0.1 -0.1 0.1
H 5.11834 -2.61326 0.95523 0.0 0.0 0.0
C 2.33864 3.59873 2.16269 0.0 0.0 0.0
H 1.88397 1.13256 2.65419 0.0 0.1 0.1
N 3.42633 -2.20993 -0.18407 0.1 0.0 -0.1
H 5.16471 -3.34966 -0.65288 0.0 0.0 0.0
C 3.34245 0.68576 -2.41944 0.1 -0.1 0.0
C 2.92569 -1.09247 -0.80848 0.2 0.0 0.2
H 1.55964 -2.60863 0.68078 0.0 0.0 0.0
N 0.56386 2.21806 -0.70225 -0.2 0.0 -0.1
C -2.43733 -1.32040 5.65219 0.1 0.0 0.1
S -3.32324 1.87049 -0.26405 -0.1 -0.2 -0.1
H 1.15453 5.82351 -1.96469 0.0 0.0 0.0
N -2.88023 -1.84731 -0.11380 0.1 0.1 0.0
S -1.98657 4.12168 1.96030 0.1 0.2 -0.1
C -2.75586 0.81462 4.34500 0.1 0.0 -0.1
N -1.57873 0.44835 2.51669 -0.2 -0.1 -0.1
C 1.72520 2.67345 1.35013 0.0 0.0 0.1
C -1.48466 -0.63746 3.26713 0.1 -0.1 0.3
C 2.52650 4.93209 1.75210 0.0 0.0 0.0
C -2.80411 3.49595 -0.63801 0.2 0.0 0.4
H 2.25590 6.37416 0.19313 0.0 0.0 0.0
C -2.44442 -3.08377 -0.35032 -0.1 -0.1 0.0
C 2.60464 -2.86644 0.81738 0.0 0.0 0.0
C -4.18288 -1.63621 0.03869 0.0 0.0 0.0
H 2.99157 5.63028 2.43820 0.0 0.0 0.0
F -5.73031 -5.47309 -1.70642 0.0 -0.1 -0.1
C -3.29959 -4.16742 -0.45039 0.1 0.0 0.0
H 2.88434 -2.55562 1.83093 0.0 0.0 0.0
C 2.12924 5.34805 0.51602 0.0 0.0 0.0
C -4.65593 -3.93948 -0.28656 0.0 0.0 0.0
N 1.92568 -4.37551 -3.77794 0.0 0.1 0.0
C 1.47084 -1.22735 -5.26032 0.1 0.0 -0.2
C -2.93314 3.90925 -1.99808 -0.1 0.2 -0.2
N 3.62544 -0.64767 -1.90518 -0.2 -0.1 0.1
H -2.90794 -5.15712 -0.64462 0.0 0.0 0.0
H 4.09723 -1.33490 -3.81281 -0.1 0.0 -0.1
Sr -0.94255 0.05364 0.04095 0.4 0.7 -0.2
C 0.12368 2.61106 -1.87623 0.2 0.0 0.2
C 1.02071 4.80239 -1.62860 0.0 0.0 0.0
C -1.92386 5.68624 -0.20137 0.1 0.2 0.0
N -0.40457 -1.00433 -2.29178 -0.1 0.0 -0.1
H -4.48657 -0.60814 0.21178 0.0 0.0 0.0
H -2.51690 2.22999 2.70543 0.0 0.1 0.0
H 5.44143 -1.46295 -2.67855 0.0 0.0 0.0
H 4.16392 1.37462 -2.19945 0.0 0.0 0.0
C 1.04133 -1.99123 -4.15735 0.0 0.0 0.4
H -1.37208 -3.20894 -0.45976 -0.1 0.0 0.0
O -0.20866 -1.67154 1.58432 -0.1 -0.3 0.3
C -0.67137 -1.79744 2.74803 -0.1 0.0 0.2
C 1.49163 4.42807 -0.34942 0.0 0.0 0.0
C 1.52151 -3.30292 -3.94335 0.1 -0.1 -0.2
C 1.26041 3.09991 0.06520 0.0 0.0 0.0
O -3.14776 -0.96336 6.57042 0.0 0.0 0.0
H -6.16635 -2.45127 0.09969 0.0 0.0 0.0
C 4.35514 -1.55621 -2.77934 0.0 0.1 0.1
```
Forces are in eV/Å.

Mulliken atomic charge list, values in e, 6 entries: atom 1 (N): -0.012, atom 2 (C): 0.534, atom 3 (H): 0.438, atom 4 (N): 0.443, atom 5 (H): 0.361, atom 6 (O): -0.600



(2)
Here is a cluster of 4 separate species, C33H27F7N3O6 in total in a non-equilibrium geometry from the Open Molecules 2025 dataset. Energies are from ωB97M-V/def2-TZVPD.

Results
Charge   +1
Electronic energy   -2588.0078 hartree
HOMO-LUMO gap   6.639 eV
Highest occupied orbital energy   -11.4 eV
Lowest unoccupied orbital energy   -0.1734 Eh
Relative energy (zero: lowest compared OMol25 entry of this formula, charge and spin)   1.202 eV

```
76
Properties=species:S:1:pos:R:3:forces:R:3
C -1.41591 2.27231 -0.52013 0.7 0.7 -0.8
H -3.19966 0.83452 0.61178 0.4 0.2 -0.1
C -0.74591 -2.46342 3.74107 0.6 -0.9 1.3
H 1.68910 0.03443 -6.40340 0.0 0.0 0.0
H -1.15332 2.10924 -1.57249 -0.1 0.0 0.2
C -0.65230 3.69362 1.47207 -0.6 0.0 -1.0
C 1.60130 -1.46641 0.94157 -1.0 -0.7 -0.3
C -5.10468 -3.73939 3.46200 0.1 0.2 -0.1
C -2.22880 0.36294 0.71623 -1.2 0.4 0.1
O -3.19853 -1.45054 1.91138 1.1 0.0 0.6
H -1.77963 -3.31985 2.11375 0.3 0.0 -0.1
F -2.92765 3.44454 1.96681 -0.5 -1.3 -0.3
C 0.20890 -0.82497 0.91448 0.6 -0.3 0.6
H 4.53967 -2.06753 -2.95281 0.0 0.0 0.0
C -0.83828 -2.77190 2.23375 -0.1 1.3 0.8
F 0.25343 3.71615 -2.73848 -0.1 -0.1 0.0
F -1.06704 -1.19520 4.12610 -0.1 -0.4 -0.8
C 1.42144 4.33004 -3.07339 0.5 0.3 -0.1
H -8.13592 -5.12510 4.04525 0.0 0.0 0.0
N 2.18623 2.15390 1.67318 -0.4 -0.3 -1.8
H 0.02475 -3.39369 2.00744 -0.3 0.0 0.0
H 0.77598 -1.78624 -4.97734 0.0 0.0 0.0
H -1.04972 4.36676 -0.50063 0.2 -0.3 -0.3
O -5.14438 -0.58201 2.11197 -0.1 -0.5 -0.4
O 4.21960 -1.52921 0.59351 -1.0 -0.2 -0.3
C -6.46180 -3.82028 3.74048 0.0 -0.2 0.0
C 4.42571 -0.60872 -4.51785 0.2 0.1 0.0
H 1.16991 5.87381 -1.61643 0.0 0.0 0.0
H 5.61025 0.28267 1.64080 -0.2 -0.3 0.1
C -4.38917 -4.90114 3.26159 -0.5 -0.1 0.1
H 4.71592 6.04221 -4.02417 0.0 0.0 0.0
H -7.03652 -2.91590 3.89204 0.0 0.0 0.0
C 1.80205 5.47187 -2.39879 -0.3 0.0 0.3
N -4.46617 -1.02305 1.29844 -1.1 0.8 0.0
C 2.30227 -0.43930 -5.64744 -0.2 0.2 -0.2
H 4.91727 -0.36501 3.16925 0.1 0.4 -0.1
C 4.69722 0.12966 2.21605 -1.1 -0.2 0.0
H 3.99439 3.99758 -5.21654 0.0 0.0 0.0
F 0.37211 4.34703 2.02378 0.7 -1.0 0.2
C -4.98559 -6.14190 3.33576 0.2 -0.3 -0.1
C 1.75955 1.69092 0.69445 0.4 0.3 1.5
H -2.48289 2.49050 -0.46162 0.1 -0.3 0.1
C 2.99814 6.08751 -2.74201 0.0 -0.1 -0.1
C -7.07884 -5.06046 3.82411 -0.1 0.0 0.0
H 3.31428 6.97970 -2.21861 0.0 0.0 0.0
H 0.41513 3.44201 -0.42360 0.0 0.1 0.5
C -0.60053 3.47889 -0.02556 -1.0 1.2 0.2
C 2.19334 3.78819 -4.07687 -0.1 -0.4 -0.2
C 0.01433 0.40043 0.29283 0.9 -0.5 0.0
C 3.77255 -0.82187 1.45242 2.1 0.5 0.3
C 3.61176 -0.03238 -5.47459 -0.1 -0.3 0.2
C 1.79725 -1.45296 -4.84516 0.1 0.0 0.1
H 1.47255 -2.50568 1.25401 0.2 0.2 -0.3
C 3.38307 4.40972 -4.42476 0.0 0.1 0.1
H 4.19645 1.08968 2.36562 0.2 -0.2 0.3
C -6.34063 -6.22034 3.62453 0.0 0.2 0.0
C -0.87919 -1.45469 1.49029 -0.5 -0.5 -0.2
C 3.91363 -1.61434 -3.71044 -0.1 0.0 -0.1
H -4.60363 -2.78438 3.40339 0.1 0.0 0.1
H 1.95842 -1.47786 -0.09530 0.4 0.1 0.3
H 5.44827 -0.27134 -4.41020 0.0 0.0 0.0
F -1.39375 2.59166 3.35513 -0.9 0.9 0.9
C 2.60125 -2.03846 -3.87532 -0.1 0.0 0.1
O 1.11945 1.03072 -0.25782 -0.1 0.6 0.2
H -4.39514 -7.03352 3.16979 0.0 0.0 0.0
F 4.10351 0.94691 -6.25353 0.0 0.1 0.0
H 1.86391 2.88621 -4.57792 0.0 0.0 0.0
C -1.65939 3.25789 2.24627 1.8 0.2 0.1
N -1.16237 0.98533 0.18572 -0.5 0.3 0.0
H 2.20426 -2.82746 -3.24852 0.0 0.0 0.0
F -3.06337 -4.81895 2.98438 0.0 0.0 0.0
C 3.78615 5.55842 -3.75601 0.0 0.0 0.0
C -2.13466 -0.81903 1.37675 0.5 -1.1 -0.1
H -6.82094 -7.18690 3.69358 0.0 0.0 0.0
O -0.39349 -3.23707 4.56701 -0.3 0.5 -0.9
O 2.46455 -0.82803 1.86026 0.1 0.5 -0.6
```
Forces are in eV/Å.

Mulliken atomic charge list, values in e, 6 entries: atom 1 (C): -1.336, atom 2 (H): 0.539, atom 3 (C): 0.631, atom 4 (H): 0.467, atom 5 (H): 0.541, atom 6 (C): 0.290



(3)
Here is a structure of composition C33H27IrN5O7S from the Open Molecules 2025 dataset. Energies are from ωB97M-V/def2-TZVPD.

Results
Charge   +1
Spin multiplicity   5
Electronic energy   -2576.3586 hartree
Expectation value of S²   6.104
HOMO-LUMO gap (spin up / spin down)   6.027 / 4.445 eV
Highest occupied orbital energy (spin up / spin down)   -9.3 / -10.9 eV
Lowest unoccupied orbital energy (spin up / spin down)   -0.1185 / -0.2366 Eh
Relative energy (zero: lowest compared OMol25 entry of this formula, charge and spin)   2.648 eV

```
74
Properties=species:S:1:pos:R:3:forces:R:3
C -1.45166 2.35960 1.51308 0.2 0.0 -0.1
H -3.22632 0.59913 2.15786 0.0 0.0 0.0
H 4.37834 -2.54425 0.68293 0.0 0.0 0.0
C 1.96713 0.73276 -4.69220 0.0 0.0 0.0
C 1.33938 1.42216 -2.47959 0.1 0.0 0.0
H 2.86834 2.37347 -1.32426 0.0 0.0 0.0
H -3.18304 1.49594 -2.64922 0.0 0.0 0.0
C 3.57121 1.82670 -3.28012 0.0 0.0 0.0
C -4.37405 0.51484 0.35678 0.0 0.0 0.0
O 3.94668 1.03644 -6.81983 0.0 -0.1 0.0
C -0.19285 -3.32042 0.47456 0.0 0.0 0.0
N 0.06983 0.98885 2.42770 -0.1 0.0 0.1
C 1.20202 -5.73480 0.46883 0.0 0.0 0.0
C -4.37390 0.85387 -1.01874 0.0 0.0 0.0
C -3.40275 5.69319 1.37431 0.0 0.0 -0.1
H 1.23950 -5.50445 -1.66523 0.0 0.0 0.0
H -5.20783 0.00431 0.81412 0.0 0.0 0.0
C 1.92717 -7.05195 0.45241 0.0 0.0 0.0
H 0.00158 -3.36961 -1.66197 0.0 0.0 0.0
H 2.27986 -7.32453 1.44604 0.0 0.0 0.0
C 1.72221 -0.63006 2.63379 0.0 0.0 0.0
H -1.12341 1.81021 -2.70034 0.0 0.0 0.0
H 4.57623 2.19984 -3.13755 0.0 0.0 0.0
H -3.21202 2.52404 3.63838 0.0 0.0 0.0
N 2.00032 -0.29573 1.33640 0.0 0.0 -0.2
O -1.61319 4.83099 0.14160 -0.1 0.0 0.1
N -2.17230 1.42651 0.56913 0.0 0.0 0.0
C -0.86048 1.63572 -1.65958 0.0 0.0 -0.1
C 2.40598 -1.65622 3.27671 0.0 0.0 0.0
H -0.92628 4.00225 0.19295 0.0 0.0 0.1
C -3.24494 3.38870 2.99050 -0.1 0.1 0.1
H 2.78443 -7.02286 -0.22056 0.0 0.0 0.0
N 0.42478 1.49858 -1.40825 -0.1 0.0 0.0
C -4.24730 5.56574 2.43442 0.0 0.0 0.0
H 2.99402 1.15780 -6.90860 0.0 0.0 0.0
O -0.04058 -0.86762 -0.21568 -0.3 0.0 0.0
O -0.39112 2.88220 0.81296 -0.1 -0.2 -0.1
C 1.01725 0.80866 -3.68555 0.0 0.0 0.0
C 0.07783 -3.96070 1.67077 0.0 0.0 0.0
C -3.22764 1.33592 -1.57988 0.0 0.0 0.0
O -2.24117 -1.89064 -0.31049 0.0 0.0 0.0
O -1.21378 -1.38165 1.86068 0.0 0.0 0.0
C 4.33169 1.15300 -5.53199 -0.1 0.2 0.0
H 1.26733 -7.84840 0.10357 0.0 0.0 0.0
H 3.07567 -0.70032 -0.35761 0.0 0.0 0.0
H 0.97523 -5.67154 2.59724 0.0 0.0 0.0
C 2.62738 1.91677 -2.27682 0.0 0.0 0.0
C 0.64022 0.08587 3.24322 0.0 0.0 0.0
H 1.70848 0.21375 -5.60794 0.0 0.0 0.0
N -1.02075 1.61107 2.72069 0.0 -0.1 0.1
C -2.44474 4.66161 1.10719 0.1 0.1 -0.1
Ir 0.68149 1.14814 0.60354 0.5 0.2 0.2
C 3.24456 1.24506 -4.50224 0.0 -0.1 0.0
C 3.63897 -2.01451 1.26585 0.0 0.0 0.0
O 5.49248 1.21165 -5.24963 0.0 -0.1 0.0
H 3.91350 -3.16413 3.05934 0.0 0.0 0.0
C -4.16668 4.42318 3.25377 0.0 0.0 0.0
C -2.39598 3.47446 1.92800 -0.1 -0.1 0.0
C 0.22206 -3.87554 -0.73093 0.0 0.0 0.0
C 3.37703 -2.35559 2.58284 0.0 0.0 -0.1
H 2.15338 -1.90298 4.29860 0.0 0.0 0.0
H 0.22477 -0.12890 4.21701 0.0 0.0 0.0
S -1.03379 -1.76306 0.46477 0.1 0.0 0.0
H -5.24719 0.67903 -1.62989 0.0 0.0 0.0
H -0.26574 -3.52223 2.59806 0.0 0.0 0.0
C -2.03547 1.53517 -0.84211 0.0 0.0 0.0
C 2.92360 -0.97999 0.67606 0.0 0.0 0.0
C 0.77361 -5.16414 1.66105 0.0 0.0 0.0
H -4.83200 4.32951 4.10137 0.0 0.0 0.0
C 0.91653 -5.07065 -0.72620 0.0 0.0 0.0
H -3.39942 6.55625 0.72289 0.0 0.0 0.0
C -3.29312 0.82114 1.10246 0.0 0.0 0.0
H -4.96920 6.33793 2.65906 0.0 0.0 0.0
H 0.04862 0.34555 -3.82047 0.0 0.0 0.0
```
Forces are in eV/Å.

Mulliken atomic charge list, values in e, 6 entries: atom 1 (C): 0.547, atom 2 (H): 0.451, atom 3 (H): 0.429, atom 4 (C): -1.220, atom 5 (C): -0.104, atom 6 (H): 0.466



Q: Look up the relative energy (zero: lowest compared OMol25 entry of this formula, charge and spin) of the second one.
A: 1.202 eV